The following is a DFT calculation (ωB97M-V/def2-TZVPD) of a structure of composition CBrClFO2S.

```
7
Properties=species:S:1:pos:R:3:nbo_charge:R:1
C -0.1238 0.0654 -0.5218 0.13
O 1.9229 0.0200 1.2284 -0.89
O -0.3101 0.6631 2.2228 -0.89
F 0.7422 0.1992 -1.5283 -0.31
S 0.6049 0.6514 1.0604 1.71
Cl -1.1761 -2.7169 -1.6030 -0.82
Br -1.6599 1.1177 -0.8586 0.08
```

## Properties
* E_HOMO (spin up / spin down): -4.515 / -4.755 eV
* HOMO-LUMO gap (spin up / spin down): 0.2156 / 0.2223 Eh
* net charge: -1
* 2S+1: 1

---

The following is a DFT calculation (ωB97M-V/def2-TZVPD) of a cluster of 2 separate species, CBrClFO2S in total.

```
7
Properties=species:S:1:pos:R:3:lowdin_spin:R:1
C 0.1576 -0.9873 -0.2357 0.62
O -2.5105 0.0591 -0.1332 0.16
O -0.7820 1.6634 -0.8450 0.15
F 2.3502 1.1310 0.9711 0.34
S -1.1613 0.6079 0.1215 0.25
Cl 0.2565 -2.1982 1.0037 0.12
Br 1.6894 -0.2760 -0.8824 0.37
```

## Properties
* E_HOMO (spin up / spin down): -4.045 / -4.347 eV
* HOMO-LUMO gap (spin up / spin down): 0.2721 / 0.1882 Eh
* net charge: -1
* 2S+1: 3

---

The following is a DFT calculation (ωB97M-V/def2-TZVPD) of a cluster of 2 separate species, CBrClNOP in total.

```
6
Properties=species:S:1:pos:R:3:nbo_charge:R:1
C 0.3377 -1.5766 0.3930 0.15
N 0.1495 -2.5950 0.8631 -0.28
O -0.0481 2.9751 -1.4016 -0.99
P -0.1357 2.6610 -0.0100 1.28
Cl 0.5565 -0.1536 -0.3941 0.14
Br -2.2794 2.2658 0.4896 -0.31
```

## Properties
* E_HOMO: -10.704 eV
* HOMO-LUMO gap: 0.3453 Eh
* 2S+1: 1

---

Energy relative to the best compared isomer or geometry (same formula, charge and spin) across the listed records, respectively: 1.968; 1.141; 0.745 eV.